{
  "formula": "C33H39F3N5O6PS",
  "method": "ωB97M-V/def2-TZVPD",
  "symbols": ["C", "C", "C", "C", "C", "C", "C", "C", "C", "C", "C", "C", "N", "P", "H", "N", "C", "C", "C", "C", "C", "C", "C", "C", "C", "C", "C", "C", "C", "C", "H", "H", "H", "H", "H", "H", "H", "H", "H", "H", "H", "H", "H", "H", "H", "H", "H", "H", "H", "H", "H", "H", "H", "H", "H", "H", "H", "H", "H", "H", "H", "H", "H", "H", "H", "H", "O", "S", "O", "C", "F", "F", "F", "C", "C", "C", "N", "O", "O", "N", "C", "C", "N", "O", "O", "C", "H", "H"],
  "coordinates": [[-3.493, -2.141, 2.330], [-3.272, -1.481, 0.966], [-4.509, -0.687, 0.540], [-2.904, -2.529, -0.094], [-3.878, -3.445, -0.505], [-3.569, -4.475, -1.389], [-2.249, -4.657, -1.791], [-1.268, -3.732, -1.413], [0.166, -3.989, -1.874], [0.233, -4.176, -3.392], [0.750, -5.208, -1.156], [-1.599, -2.639, -0.597], [-0.553, -1.741, -0.122], [0.015, -0.262, -0.880], [-0.494, 0.707, 0.137], [1.561, -0.555, -0.117], [2.869, -0.068, -0.537], [3.351, 1.147, -0.034], [2.487, 2.070, 0.827], [2.448, 3.477, 0.220], [3.014, 2.060, 2.267], [4.694, 1.481, -0.240], [5.543, 0.660, -0.981], [5.058, -0.551, -1.473], [3.728, -0.921, -1.247], [3.259, -2.279, -1.763], [4.006, -3.413, -1.060], [3.427, -2.358, -3.281], [1.517, -1.574, 0.815], [0.337, -2.240, 0.811], [-2.602, -2.698, 2.645], [-3.705, -1.389, 3.101], [-4.339, -2.839, 2.280], [-2.429, -0.785, 1.044], [-4.321, -0.186, -0.414], [-5.384, -1.341, 0.429], [-4.735, 0.098, 1.273], [-4.889, -3.350, -0.097], [-4.346, -5.152, -1.748], [-1.960, -5.522, -2.395], [0.770, -3.110, -1.607], [-0.226, -3.319, -3.898], [1.267, -4.272, -3.742], [-0.315, -5.078, -3.692], [0.726, -5.079, -0.064], [0.157, -6.101, -1.402], [1.788, -5.407, -1.460], [1.464, 1.675, 0.845], [2.135, 3.414, -0.832], [1.746, 4.114, 0.767], [3.443, 3.938, 0.261], [2.995, 1.037, 2.667], [4.053, 2.413, 2.290], [2.407, 2.690, 2.923], [5.066, 2.398, 0.219], [6.581, 0.951, -1.164], [5.709, -1.233, -2.025], [2.193, -2.374, -1.530], [3.827, -3.394, 0.024], [3.708, -4.399, -1.442], [5.086, -3.306, -1.225], [2.879, -1.540, -3.762], [4.484, -2.258, -3.551], [3.058, -3.307, -3.683], [2.385, -1.774, 1.426], [0.078, -3.103, 1.404], [0.787, 4.552, 2.825], [-0.440, 3.794, 2.964], [-0.425, 2.348, 2.997], [-1.243, 4.448, 4.545], [-0.580, 3.938, 5.597], [-1.176, 5.797, 4.584], [-2.538, 4.068, 4.603], [-1.510, 4.272, 1.608], [-1.960, 3.290, 0.695], [-2.897, 3.740, -0.244], [-3.783, 2.986, -1.009], [-3.870, 1.801, -1.300], [-4.696, 3.902, -1.559], [-4.399, 5.192, -1.188], [-3.329, 5.076, -0.357], [-2.750, 6.073, 0.513], [-3.101, 7.479, 0.466], [-3.885, 7.911, -0.401], [-2.596, 8.230, 1.330], [-1.863, 5.629, 1.510], [-1.720, 2.232, 0.776], [-1.456, 6.348, 2.215]],
  "lumo_energy_ha": -0.100,
  "de_lowest_kj_mol": 0.0,
  "homo_lumo_gap_ev": 4.4457,
  "homo_energy_ev": -7.18,
  "total_energy_ha": -3044.9459,
  "molar_mass_g_mol": 721.7
}